Computed, not measured: 2 unconnected molecules or ions with the total composition C7H16N3O5P2, with the ωB97M-V functional and the def2-TZVPD basis.

Results
**Charge**: +1
**LUMO level**: -5.152 eV
**HOMO-LUMO gap**: 7.33 eV

Last column: Löwdin charge in e.
Element x y z (Å)
N  4.77  1.84  0.47  0.30
C  3.79  0.98  0.36  -0.37
N  3.94  -0.30  -0.18  0.08
C  2.93  -0.03  -1.29  -0.14
C  1.78  0.79  -0.60  -0.51
P  1.21  2.17  -1.74  0.90
P  -0.96  2.20  -1.45  0.22
O  -1.54  3.38  -2.06  -0.27
O  -1.26  2.01  0.10  -0.15
O  -1.43  0.81  -2.12  -0.15
N  2.48  1.35  0.62  0.07
H  5.66  1.58  0.87  0.16
H  4.68  2.78  0.09  0.16
H  3.42  -0.94  0.42  0.14
H  3.43  0.62  -2.00  0.10
H  2.64  -0.98  -1.74  0.13
H  0.95  0.16  -0.29  0.07
H  1.59  3.30  -0.98  -0.06
H  -0.93  1.13  0.36  0.01
H  -1.07  0.04  -1.66  0.04
H  2.21  0.88  1.49  0.16
O  -0.93  -0.65  0.81  0.04
C  -1.98  -1.25  0.96  -0.46
O  -2.69  -1.09  2.06  0.07
C  -3.84  -1.99  2.05  -0.11
C  -4.06  -2.31  0.58  -0.13
C  -2.63  -2.24  0.03  -0.06
H  -3.58  -2.86  2.64  0.13
H  -4.67  -1.47  2.52  0.13
H  -4.55  -3.27  0.43  0.12
H  -4.66  -1.54  0.11  0.13
H  -2.10  -3.19  0.13  0.14
H  -2.58  -1.91  -1.00  0.12